C30H76BFO12 | ωB97M-V/def2-TZVPD

The orbital gap is 10.13 eV. As for the SMILES: CCB(O)OC(=O)O[C@@H](F)CC.CC(C)O.CC(C)O.CC(C)O.CC(C)O.CC(C)O.CC(C)O.CC(C)O.CC(C)O. The HOMO energy is -9.7099 eV. As for the spin multiplicity: 1.

```
120
C30H76BFO12 (ωB97M-V/def2-TZVPD)
F -2.00002 3.00712 0.50380
O -4.77740 0.87406 1.04011
O -0.47210 1.77944 1.74147
O -2.54298 -4.58146 2.15654
O 1.13819 0.18059 1.44567
O 2.71107 2.18828 0.01910
O 3.80834 5.49168 5.31557
O -0.69023 3.77757 -1.97384
O -6.40877 -4.61606 4.56814
O 1.93519 2.10026 2.41565
O 2.26005 0.12723 -5.12888
O 5.09093 -7.71963 -3.85341
O 4.87695 0.01891 -3.09745
C 4.82263 -6.75572 -2.83706
C -7.08523 -4.19366 3.38513
C 1.59280 0.56021 -6.31449
C 4.45445 4.45594 0.65183
C -2.40850 -3.70432 3.27537
C 5.52082 -5.44960 -3.18127
C -4.00421 0.17738 -1.13114
C 2.28973 3.89610 6.27120
C 2.19465 -0.14535 -7.51940
C 0.10426 0.27288 -6.19034
C 4.26972 3.34296 1.83370
C 2.43475 5.25436 5.60737
C 4.44090 -0.99364 -2.19264
C -8.56936 -4.49873 3.51534
C 0.87751 1.34851 1.84764
C -2.83647 3.92916 -3.02018
C 1.90492 6.36688 6.49842
C -4.86408 -0.16982 0.07386
C -2.36196 -4.52315 4.55528
C -1.00368 5.59375 1.25820
C -1.35384 4.21257 -3.15322
C 3.95359 -2.19953 -2.98119
C -0.27168 4.25436 1.78314
C -0.75303 3.50662 -4.35774
C 3.31975 -6.56240 -2.70787
C -0.59204 2.95296 0.89964
C -4.41940 -1.47218 0.70830
C -1.15722 -2.85838 3.10887
C 3.34422 -0.43528 -1.29949
C -6.48001 -4.89449 2.17912
B 2.91661 2.49652 1.42565
H -6.57550 -5.98143 2.27034
H -0.43811 0.60922 -7.07769
H -3.85330 0.94541 1.31574
H -6.96733 -4.57845 1.25295
H -1.51375 -5.21575 4.54630
H 4.29721 5.49070 6.14899
H -1.03659 -2.16225 3.94288
H 2.08597 -1.23111 -7.43043
H -0.26252 -3.48641 3.04708
H -1.77023 -5.16111 2.13827
H 3.55168 5.17094 0.68561
H -1.60936 5.45189 0.30670
H 2.02670 7.33869 6.01268
H -5.41093 -4.67649 2.10371
H -9.11909 -4.17079 2.62932
H -2.27598 -3.87828 5.43353
H 6.59823 -5.60514 -3.28237
H 2.68540 3.10986 5.62255
H 5.34721 -4.69485 -2.41074
H 5.41292 5.03246 0.90638
H -0.58449 4.00843 2.85961
H 4.51682 3.97215 -0.38188
H -4.32447 1.12577 -1.57129
H -5.91064 -0.24390 -0.23448
H -1.23270 3.83022 -5.28506
H 5.20473 2.68267 1.84942
H -0.31114 0.77622 -5.31502
H -0.19351 6.38284 1.02336
H 2.88915 -6.20939 -3.65064
H 0.00079 2.90746 -0.06879
H 1.89565 5.25785 4.65568
H -1.65652 6.06391 2.08450
H 3.08046 -5.83995 -1.92309
H 4.74791 -2.58304 -3.62690
H -3.38736 -1.39510 1.06567
H 5.22416 -7.15126 -1.90020
H -4.48295 -2.30175 -0.00066
H -4.06440 -0.60008 -1.89751
H 2.11984 2.91753 -0.30189
H 1.24233 3.67441 6.49164
H 4.11982 0.27729 -3.64301
H 4.11302 3.88184 2.83951
H 2.99917 -1.18495 -0.58219
H 1.71509 0.17825 -8.44669
H -0.86211 2.42210 -4.26808
H 2.82963 -7.51062 -2.47162
H 0.84922 4.46054 1.74477
H 0.31874 3.71180 -4.42810
H -3.38473 4.26437 -3.90427
H 4.73953 -7.37923 -4.68653
H -1.20644 -2.28544 2.17895
H 1.75293 1.63827 -6.40225
H -3.26534 -5.13077 4.65452
H -1.19212 5.29022 -3.24279
H -5.03790 -1.70807 1.57879
H 2.48806 -0.10126 -1.89474
H -6.93858 -3.11376 3.29492
H 2.46168 6.41133 7.43998
H -8.73659 -5.57199 3.65277
H 3.70354 0.43372 -0.74917
H -6.53218 -5.57017 4.65738
H -3.01549 2.85801 -2.88230
H 3.62724 -3.00164 -2.31394
H -3.28636 -3.05229 3.28725
H -0.83050 2.82435 -1.88938
H 3.26596 0.06066 -7.58932
H 5.16656 -5.05761 -4.14014
H -2.95579 0.30112 -0.84035
H 2.12414 -0.82575 -5.04249
H 5.30275 -1.27807 -1.58231
H -3.24685 4.43434 -2.14180
H -0.07741 -0.79832 -6.05535
H 3.11885 -1.92724 -3.63437
H -8.98875 -3.99832 4.39227
H 2.85917 3.85228 7.20520
H 0.84600 6.21997 6.72611
```